1.
{
  "formula": "C2H12NO3",
  "method": "wB97M-V/def2-TZVPD",
  "elements": ["C", "C", "N", "H", "H", "H", "H", "H", "H", "H", "H", "O", "H", "H", "O", "H", "H", "O"],
  "positions_angstrom": [[-0.9834, 0.7664, -0.5573], [-0.4245, -1.3852, -1.3630], [-0.8717, -0.6753, -0.4063], [0.0977, 1.3500, -0.4832], [-1.7035, 1.1839, 0.1810], [-1.5979, 0.9754, -1.5248], [0.0576, -0.9716, -2.1687], [-0.5950, -2.5364, -1.2470], [-1.5434, -1.1212, 0.4819], [3.4364, 5.4624, 2.0383], [4.9379, 5.1109, 2.4257], [4.3483, 5.4182, 1.7556], [-3.9632, 1.2550, 0.2945], [-4.1406, -0.2974, 0.7796], [-3.6186, 0.3781, 0.3473], [1.5473, -5.4366, -0.1098], [2.9410, -4.8428, 0.0051], [2.0755, -4.6340, -0.4492]],
  "forces_ev_per_angstrom": [[0.5, 3.3, -0.7], [-1.8, -4.2, 3.4], [-2.8, -1.0, 2.1], [-2.9, -1.7, -0.4], [1.2, -0.6, -0.1], [1.7, -0.3, 1.3], [1.0, 1.1, -1.9], [0.7, 2.3, -0.5], [2.7, 1.4, -3.4], [0.1, -0.1, 0.6], [0.0, -0.3, 0.9], [-0.2, 0.4, -1.5], [-1.2, 0.4, 0.4], [-0.9, 0.7, 0.2], [1.6, -1.4, -0.4], [0.9, 1.8, -1.0], [-1.1, 0.7, -0.9], [0.1, -2.4, 1.8]],
  "nbo_charge": [-0.4915, 0.1449, -0.4170, 0.2649, 0.2745, 0.2500, 0.2242, 0.2475, 0.4891, 0.4732, 0.4776, -0.9508, 0.5055, 0.5046, -0.9976, 0.4729, 0.4807, -0.9528],
  "max_force_ev_per_a": 5.7,
  "homo_lumo_gap_ev": 8.35,
  "mol_weight_g_mol": 98.122,
  "total_charge": 1,
  "spin_multiplicity": 1,
  "homo_ev": -13.24,
  "e_above_lowest_kj_mol": 305.2
}


2.
{
  "formula": "C2H12NO4",
  "method": "wB97M-V/def2-TZVPD",
  "elements": ["O", "C", "C", "N", "H", "H", "H", "H", "H", "H", "H", "H", "O", "H", "H", "O", "H", "H", "O"],
  "positions_angstrom": [[1.8746, 1.4570, -0.3699], [2.3874, 0.4198, -0.5596], [1.6334, -0.8503, -0.4223], [0.1626, -0.6558, -0.0571], [3.4836, 0.5071, -0.8000], [1.6797, -1.4072, -1.3711], [2.1667, -1.5824, 0.4325], [0.1446, 0.1434, 0.6217], [-0.2841, -0.0808, -0.9521], [-0.4214, -1.5571, 0.0827], [-1.0228, 1.7544, 2.0336], [-1.1049, 0.4101, 2.5240], [-0.4570, 0.9606, 2.2714], [-1.6710, 2.0534, -2.1164], [-0.2491, 1.9230, -2.2933], [-0.9890, 1.4181, -2.0138], [-2.2347, -2.2389, 1.4463], [-2.9192, -1.0356, 0.8325], [-2.1792, -1.6387, 0.7108]],
  "forces_ev_per_angstrom": [[-2.2, 2.7, 0.5], [2.2, -0.6, -0.1], [0.5, -3.7, 1.8], [0.4, 1.8, -3.8], [-0.6, -1.3, -0.1], [0.1, 0.0, 0.4], [-1.4, 2.1, -2.3], [-0.7, -1.1, 0.7], [0.8, -1.7, 2.3], [1.0, 2.2, 0.3], [1.4, -0.9, 0.4], [-3.5, -3.7, 1.8], [2.1, 4.6, -2.3], [-1.5, 0.6, 0.0], [1.5, 0.5, -0.4], [0.2, -1.4, 0.5], [-0.2, -0.6, 0.5], [-0.1, 0.0, -0.2], [-0.1, 0.3, -0.1]],
  "nbo_charge": [-0.5027, 0.3959, -0.3401, -0.7809, 0.1718, 0.2525, 0.2627, 0.4854, 0.4834, 0.4933, 0.4874, 0.4623, -0.9193, 0.4932, 0.4856, -0.9535, 0.4927, 0.4983, -0.9678],
  "max_force_ev_per_a": 5.5,
  "homo_lumo_gap_ev": 11.09,
  "mol_weight_g_mol": 114.121,
  "total_charge": 1,
  "spin_multiplicity": 1,
  "homo_ev": -14.27,
  "e_above_lowest_kj_mol": 128.4
}


3.
{
  "formula": "C2H12O3S",
  "method": "wB97M-V/def2-TZVPD",
  "elements": ["C", "S", "C", "H", "H", "H", "H", "H", "H", "O", "H", "H", "O", "H", "H", "O", "H", "H"],
  "positions_angstrom": [[-1.6404, -0.8039, -0.9958], [-1.7891, 0.6429, 0.1064], [-1.5962, -0.2555, 1.7771], [-0.6347, -1.2262, -0.9813], [-2.4483, -1.4826, -0.6786], [-1.9709, -0.5603, -2.0090], [-1.2847, 0.5616, 2.4257], [-0.7212, -0.8993, 1.6722], [-2.5283, -0.7069, 2.0555], [1.5908, -1.6864, 0.4034], [2.3782, -1.1225, 0.5230], [1.8718, -2.0418, -0.4559], [0.6817, 2.1616, -1.4126], [0.3865, 2.0968, -2.3270], [-0.0840, 1.9992, -0.8380], [2.8483, 0.8439, 0.0460], [2.0359, 1.2932, -0.2538], [2.9046, 1.1862, 0.9428]],
  "forces_ev_per_angstrom": [[-1.1, 0.0, 0.2], [0.0, -1.0, 0.8], [1.0, 1.6, -1.7], [-0.3, -0.1, 0.1], [0.7, -0.2, 0.1], [0.4, 0.4, 0.1], [-0.4, -0.1, 0.3], [-0.4, -0.3, 0.0], [-0.2, -0.3, 0.2], [1.0, -0.2, -0.6], [-0.6, 0.4, 0.4], [-0.6, -0.3, 0.2], [0.2, 0.2, 0.1], [-0.1, 0.0, 0.2], [-0.1, -0.2, -0.3], [-0.4, 0.4, 0.4], [0.2, -0.3, -0.6], [0.4, -0.1, 0.2]],
  "nbo_charge": [-0.7439, 0.0956, -0.6899, 0.2364, 0.2187, 0.2258, 0.2212, 0.2417, 0.2166, -0.9575, 0.4903, 0.4613, -0.9808, 0.4799, 0.4871, -0.9651, 0.5007, 0.4617],
  "max_force_ev_per_a": 2.6,
  "homo_lumo_gap_ev": 9.57,
  "smiles": "CSC.O.O.O",
  "mol_weight_g_mol": 116.182,
  "spin_multiplicity": 1,
  "homo_ev": -8.90,
  "e_above_lowest_kj_mol": 43.4
}


4.
{
  "formula": "C2H12O3S",
  "method": "wB97M-V/def2-TZVPD",
  "elements": ["C", "S", "C", "H", "H", "H", "H", "H", "H", "O", "H", "H", "O", "H", "H", "O", "H", "H"],
  "positions_angstrom": [[-2.2842, 1.8497, 0.0136], [-2.2783, 0.3019, 0.8241], [-1.9294, -0.8299, -0.5687], [-1.3652, 2.0525, -0.5549], [-3.1002, 1.9264, -0.7207], [-2.4426, 2.7085, 0.6625], [-2.8978, -0.9575, -1.0501], [-1.5058, -1.7668, -0.2229], [-1.2956, -0.2279, -1.2455], [1.4196, 0.9489, -1.1527], [1.4187, 1.2559, -2.0679], [2.2262, 0.4277, -1.0296], [2.7993, -0.4872, 1.4747], [2.2830, -0.9015, 2.2032], [2.0598, -0.0029, 1.0725], [3.1764, -1.9489, -0.9673], [3.3468, -1.5285, -0.1093], [3.8718, -1.6923, -1.5740]],
  "forces_ev_per_angstrom": [[-0.2, 1.3, -1.8], [0.3, -1.1, 1.2], [-0.6, 1.7, -0.3], [0.0, -0.2, 0.3], [0.1, -0.2, 0.1], [0.1, -0.3, 0.5], [0.2, -0.5, -0.2], [0.1, 0.1, -0.1], [0.1, -0.8, 0.3], [0.0, 0.1, 0.1], [0.2, -0.2, 0.2], [-0.2, 0.0, -0.4], [-1.4, -0.2, 0.7], [0.9, 0.0, -0.4], [0.3, 0.2, -0.3], [-0.3, 0.1, 0.0], [0.1, -0.1, -0.1], [0.2, 0.0, 0.1]],
  "nbo_charge": [-0.7844, 0.1815, -0.7301, 0.2174, 0.2059, 0.2402, 0.2097, 0.2338, 0.2265, -0.9583, 0.4766, 0.4802, -0.9534, 0.4815, 0.4814, -0.9681, 0.4947, 0.4649],
  "max_force_ev_per_a": 2.2,
  "homo_lumo_gap_ev": 8.76,
  "smiles": "CSC.O.O.O",
  "mol_weight_g_mol": 116.182,
  "spin_multiplicity": 1,
  "homo_ev": -8.28,
  "e_above_lowest_kj_mol": 58.1
}


5.
{
  "formula": "C2H12O3S2",
  "method": "wB97M-V/def2-TZVPD",
  "elements": ["C", "S", "S", "C", "H", "H", "H", "H", "H", "H", "O", "H", "H", "O", "H", "H", "O", "H", "H"],
  "positions_angstrom": [[-1.6071, -1.4501, 0.0289], [-2.1263, -0.0486, 1.0223], [-1.4598, 1.5732, 0.0508], [0.3063, 1.8499, 0.3983], [-0.6141, -1.8772, 0.4305], [-2.4873, -2.0848, -0.2298], [-1.5460, -0.9133, -0.9827], [0.7337, 2.2948, -0.5139], [0.3896, 2.3377, 1.4109], [0.8618, 0.9748, 0.4479], [2.5423, -1.3543, 2.0313], [3.1922, -1.7694, 1.4775], [2.9320, -0.4020, 2.1430], [2.5413, -1.9922, -0.6332], [2.2332, -2.8949, -0.7885], [2.9714, -2.0992, 0.1785], [1.5143, 0.6473, -3.5488], [1.9539, 1.3473, -2.9696], [1.7782, -0.1125, -3.1311]],
  "forces_ev_per_angstrom": [[0.5, 0.8, -2.0], [-0.2, -0.1, 1.2], [0.1, 0.5, -0.8], [-0.8, 1.0, 0.9], [-1.9, 0.3, -1.0], [0.9, -0.2, 1.1], [0.9, -1.0, 1.2], [-0.3, 0.8, 0.7], [0.3, 0.1, -1.5], [0.6, -2.1, 0.3], [0.7, 3.1, 1.0], [0.7, -0.1, 0.6], [-1.2, -2.6, -0.2], [-0.9, -0.5, -2.1], [-0.1, 0.2, -0.4], [0.7, 0.0, 1.1], [0.1, 4.5, -0.1], [-1.0, -1.2, -1.4], [0.9, -3.3, 1.5]],
  "nbo_charge": [-0.8129, 0.0960, 0.0762, -0.7671, 0.2425, 0.2401, 0.2448, 0.2314, 0.2249, 0.2221, -0.8987, 0.4252, 0.4788, -0.9029, 0.4701, 0.4287, -0.9238, 0.4615, 0.4630],
  "max_force_ev_per_a": 4.5,
  "homo_lumo_gap_ev": 8.66,
  "smiles": "CSSC.O.O.O",
  "mol_weight_g_mol": 148.249,
  "spin_multiplicity": 1,
  "homo_ev": -8.56,
  "e_above_lowest_kj_mol": 214.0
}


6.
{
  "formula": "C2H12O4",
  "method": "wB97M-V/def2-TZVPD",
  "elements": ["C", "C", "O", "H", "H", "H", "H", "H", "H", "O", "H", "H", "O", "H", "H", "O", "H", "H"],
  "positions_angstrom": [[-0.1890, 1.6436, -1.4265], [0.7856, 0.4923, -1.2089], [2.0271, 1.1292, -0.6891], [0.3098, 2.6359, -1.2481], [-0.5568, 1.5957, -2.4962], [-1.1674, 1.7279, -0.9254], [1.0047, 0.0491, -2.2059], [0.4879, -0.0432, -0.3069], [2.6841, 0.4521, -0.5213], [-2.7284, -2.4273, -0.2876], [-2.7441, -1.5232, -0.5975], [-2.1449, -2.5561, 0.4710], [0.9099, 0.6548, 1.7495], [1.6561, 0.7412, 2.3385], [0.7426, 1.1472, 0.9280], [-0.7052, -1.7515, 2.3347], [0.1104, -1.3189, 2.0880], [-0.4823, -2.6489, 2.0036]],
  "forces_ev_per_angstrom": [[-0.9, 1.4, -1.8], [1.1, 1.7, 0.9], [-0.6, 0.2, -1.1], [-0.3, -1.0, -0.4], [0.7, 0.4, 0.9], [0.6, -0.7, 0.6], [-0.3, -0.5, 1.2], [-0.4, -1.4, -1.1], [0.0, -0.3, 0.0], [-0.3, -1.0, -0.2], [0.4, 0.2, 0.5], [-0.2, 0.9, -0.2], [-1.9, -1.4, 0.4], [0.4, 1.1, -0.8], [1.6, 0.4, 1.2], [0.2, -1.6, -0.6], [0.3, 1.2, 0.0], [-0.6, 0.5, 0.6]],
  "nbo_charge": [-0.6764, -0.1152, -0.7560, 0.2398, 0.2181, 0.2241, 0.1998, 0.1963, 0.4704, -0.9593, 0.4746, 0.4833, -1.0144, 0.5018, 0.5155, -0.9387, 0.4851, 0.4510],
  "max_force_ev_per_a": 2.5,
  "homo_lumo_gap_ev": 11.29,
  "smiles": "CCO.O.O.O",
  "mol_weight_g_mol": 100.114,
  "spin_multiplicity": 1,
  "homo_ev": -10.81,
  "e_above_lowest_kj_mol": 170.3
}